No. 1
C20H20N2O | the ωB97M-V functional and the def2-TZVPD basis

XYZ file:
```
43
Properties=species:S:1:pos:R:3:forces:R:3:lowdin_charge:R:1
O -0.3954 0.0723 -1.8869 0.2308 0.5345 0.5958 0.07
N 4.4889 0.7828 -1.5473 -1.1782 0.0521 0.8393 0.11
C -0.1829 0.3845 -0.7172 1.3187 -0.3728 -2.1947 -0.35
C 3.3796 0.8001 -0.7724 1.9697 0.5251 -1.7720 -0.05
C -0.7139 -0.8638 1.4075 0.6639 -0.5735 0.7304 -0.02
C -2.5191 -0.1963 -0.0102 0.2522 0.1244 0.5271 0.00
C -1.6221 -1.5372 2.2500 0.5887 0.8137 -0.6702 -0.03
C -3.4309 -0.8129 0.8590 0.0330 0.4728 -1.0095 -0.02
C 5.4444 1.2909 -5.1087 -0.2162 -0.7436 2.7409 -0.07
C 4.1995 1.6053 -5.6559 -1.4210 0.6377 0.4078 -0.09
C -1.1330 -0.1990 0.2627 -0.9035 0.2948 1.2221 -0.16
C 2.1103 1.1708 -1.2548 -0.0894 -0.0661 -1.6722 -0.18
C -2.9826 -1.4806 1.9980 -0.2553 -0.7405 -0.1322 -0.24
C 5.5104 1.0270 -3.7221 0.7323 -0.0325 -1.2754 -0.01
C 3.0615 1.6808 -4.8418 0.7653 0.1399 -0.3258 -0.02
C 2.0128 1.4690 -2.6260 -0.9925 -0.4722 1.8492 0.07
C 4.3844 1.0986 -2.8766 -0.5038 -0.2514 0.5602 -0.24
C 3.1317 1.4275 -3.4430 0.8729 0.0111 -0.8948 -0.17
N 1.0027 1.0964 -0.3800 -2.3267 -0.2328 0.6163 -0.04
C 1.0526 1.7724 0.9223 0.6188 -0.5668 -0.3333 -0.03
C -5.0458 -2.2918 5.1822 -0.4899 1.2295 -1.3231 -0.10
C -3.9124 -2.2442 2.9194 -0.0362 0.7252 -0.6346 -0.18
C -4.2000 -1.4605 4.1889 -1.0235 -0.7160 0.2253 -0.25
H 3.5387 0.5514 0.2651 -0.0464 -0.1341 0.1762 0.11
H 0.3695 -0.9262 1.6361 -0.7898 0.0614 -0.1567 0.12
H -2.8737 0.3393 -0.8826 0.0099 -0.1718 -0.0453 0.12
H -1.2745 -2.0996 3.1095 0.1324 0.0652 -0.0687 0.12
H -4.4981 -0.7862 0.5535 0.7652 -0.0997 0.5434 0.12
H 6.3322 1.1830 -5.7067 0.0979 0.1013 -0.1625 0.10
H 4.1571 1.8697 -6.7074 -0.2685 -0.1479 0.0602 0.10
H 6.4408 0.7005 -3.2587 -0.1186 0.1981 -0.1406 0.11
H 2.0796 1.9893 -5.1941 0.2707 -0.1354 -0.3931 0.11
H 1.0381 1.6175 -3.0672 -0.0391 0.2194 0.0760 0.12
H 1.5071 1.1128 1.6268 0.5142 -0.3805 0.8281 0.06
H 0.0785 1.9896 1.3212 -0.5119 0.2127 -0.2319 0.09
H 1.6600 2.6665 0.8810 -0.0299 0.2779 -0.2410 0.10
H -4.4986 -3.1292 5.5246 0.5442 -0.9443 0.4789 0.05
H -5.3147 -1.6472 6.0092 -0.2302 -0.1217 0.3221 0.06
H -5.9575 -2.6463 4.6630 0.3332 0.1475 0.4198 0.08
H -3.5089 -3.2301 3.1019 0.3226 -0.2570 0.3466 0.12
H -4.8517 -2.4225 2.4055 -0.2689 0.0088 -0.1425 0.11
H -3.2857 -1.1508 4.6657 0.4375 0.2518 0.1550 0.10
H -4.7786 -0.5734 3.9067 0.2657 0.0557 0.0994 0.11
```
Forces are in eV/Å.

Properties
* Kohn-Sham gap: 8.39 eV
* SMILES string: CCCc1ccc(C(=O)N(C)c2cnc3ccccc3c2)cc1
* energy above the lowest of the compared OMol25 structures with the same formula, charge and spin: 5.6 kcal per mole
* HOMO: -8.276 eV
* LUMO energy: 0.1115 eV

No. 2
C5H8N2 | the ωB97M-V functional and the def2-TZVPD basis

XYZ file:
```
15
Properties=species:S:1:pos:R:3:forces:R:3:lowdin_charge:R:1
N 1.9733 -0.7361 -0.0049 0.1795 0.1030 -0.0491 0.06
C 0.7768 -0.0305 0.3965 0.0204 0.2286 0.1673 -0.40
C 1.0006 1.4334 0.4603 0.7552 0.8477 0.2221 -0.20
N 1.2703 2.5531 0.3880 -0.2383 -0.5847 0.1341 0.16
C -0.3949 -0.1431 -0.5322 0.2533 0.3949 -0.0615 -0.40
C -1.5743 0.5542 0.0683 -0.7856 -1.5006 -0.3673 -0.04
C -1.4463 -1.1375 -0.2839 -0.5455 0.9366 0.4724 -0.03
H 2.7043 -0.4623 0.6463 0.1325 -0.2851 -0.1397 0.08
H 2.2580 -0.3723 -0.9113 0.0855 -0.1643 0.0423 0.09
H 0.4499 -0.4022 1.3763 0.1506 0.1930 -0.0883 0.15
H -0.1665 0.0272 -1.5831 0.0634 0.2778 0.1444 0.15
H -1.5170 0.9627 1.1118 0.1877 -1.2477 -0.8112 0.11
H -2.1770 1.2883 -0.4870 0.1470 -1.0420 -0.3232 0.09
H -1.8478 -1.6689 -1.1718 -0.2739 1.0656 0.6285 0.10
H -1.3095 -1.8660 0.5266 -0.1318 0.7772 0.0290 0.09
```
Forces are in eV/Å.

Properties
* Kohn-Sham gap: 11.16 eV
* SMILES string: N#C[C@H](N)C1CC1
* energy above the lowest of the compared OMol25 structures with the same formula, charge and spin: 52.6 kcal per mole
* HOMO: -10.222 eV
* LUMO energy: 0.9376 eV

No. 3
C9H20BBr8Na3O3 | the ωB97M-V functional and the def2-TZVPD basis

XYZ file:
```
44
Properties=species:S:1:pos:R:3:forces:R:3:lowdin_charge:R:1
Na 1.5322 -4.2316 -0.6084 0.0430 0.2278 0.6366 0.62
Na -3.0975 -2.3851 -1.0299 0.5731 0.3248 0.2087 0.62
Na 1.9358 -0.6336 2.7911 -0.2339 -0.7361 -0.1915 0.75
C 2.3093 -4.8962 3.7799 -1.8481 -1.3887 0.6512 -1.18
O 2.3082 -6.0954 3.9875 0.4599 -2.8998 0.7429 0.00
O 1.5974 -4.0887 4.3815 -3.0789 2.8162 3.8007 -0.02
O 2.8461 -4.3255 2.8570 4.1455 2.4046 -6.1236 -0.05
B 0.0150 -0.7835 -0.3669 -0.0792 -0.3648 0.0235 -0.44
H 0.0433 -1.1105 -1.3948 0.6267 -1.3558 -4.2285 -0.10
H 0.8318 -0.1360 -0.0882 3.4627 2.4233 1.1150 -0.09
H -0.8957 -0.2082 -0.3042 -3.8603 2.3643 0.5116 -0.10
H -0.0947 -1.6532 0.2622 -0.2656 -3.6353 2.8063 -0.11
Br 6.5687 1.0862 -0.0176 -1.0276 -0.3751 -1.2323 0.54
C 5.6931 0.6739 -1.8100 0.7003 -1.3223 -0.5424 -0.59
C 5.4304 -0.8621 -1.9383 -0.4288 0.5189 0.1373 -0.60
Br 4.3443 -1.4172 -3.6005 0.8902 0.7332 1.2703 0.49
H 6.4804 0.9640 -2.5059 -0.2369 0.0830 0.0428 0.04
H 4.7809 1.2284 -2.0302 0.1809 0.1832 0.6800 0.06
H 4.8199 -1.1843 -1.0947 -0.0050 -0.1040 -0.2536 0.03
H 6.3360 -1.4667 -1.9866 -0.1274 0.2547 -0.0774 0.05
Br -2.4663 -0.1781 -5.7191 0.0631 -0.2635 0.2354 0.62
C -0.9394 0.9743 -5.3697 0.4104 -0.8080 1.2466 -0.73
C -0.7933 1.8510 -6.5273 -0.9025 1.1504 -1.5590 -0.79
Br 0.4476 3.2451 -6.1183 0.5583 0.4287 0.0215 0.67
H -0.0465 0.3906 -5.1457 -0.1943 -0.3295 -0.3136 0.07
H -1.1178 1.5329 -4.4508 -0.3965 0.0244 -0.2006 0.06
H -1.7440 2.3399 -6.7398 0.0360 0.1872 0.2301 0.05
H -0.5393 1.4174 -7.4945 0.4352 -0.4168 0.4181 0.07
Br 0.0209 3.6578 3.3090 -0.2496 0.0083 -0.4164 0.55
C -1.5140 4.0489 2.1226 0.4701 0.7893 0.0795 -0.64
C -1.1407 4.9361 0.9091 0.1089 -0.6734 -0.4080 -0.64
Br 0.2191 4.0441 -0.2129 -0.3285 0.1208 0.2244 0.57
H -2.1799 4.5356 2.8352 -0.1164 0.2266 -0.4216 0.04
H -1.9584 3.0941 1.8415 0.3081 0.1441 -0.2007 0.06
H -0.7491 5.9464 1.0276 0.0704 -0.3304 0.8917 0.05
H -1.9788 5.0704 0.2252 -0.2262 -0.3676 0.2495 0.05
Br -4.0766 -2.5379 6.6305 -0.4873 -0.2584 -0.0994 0.67
C -5.0810 -2.4827 4.9549 0.2730 -0.1547 -0.7042 -0.67
C -4.2725 -1.5374 4.1021 0.1264 1.5658 -0.5801 -0.63
Br -5.3747 -0.6475 2.5888 0.7691 -0.8596 0.9635 0.46
H -6.1092 -2.1382 5.0660 0.2801 0.1747 0.4889 0.06
H -5.1305 -3.4882 4.5370 0.1954 0.0501 0.1650 0.06
H -3.3340 -1.8584 3.6501 -0.4940 -0.7481 -0.2094 0.06
H -3.9265 -0.6910 4.6953 -0.5996 0.1878 -0.0785 0.02
```
Forces are in eV/Å.

Properties
* Kohn-Sham gap: 2.18 eV
* energy above the lowest of the compared OMol25 structures with the same formula, charge and spin: 155.8 kcal per mole
* HOMO: -4.190 eV
* LUMO energy: -2.0139 eV